Run w
# C5H7N2

A structure of composition C5H7N2 (ωB97M-V with the def2-TZVPD basis set, OMol25).

CARTESIAN COORDINATES (ANGSTROEM)
H 2.63 -0.62 -0.93
H 1.95 0.79 -0.04
H 0.12 -1.17 -1.57
H -2.44 -1.03 -0.40
C -2.01 -0.28 0.28
C -0.59 0.03 0.27
H -1.00 2.02 2.49
C -2.43 0.66 1.19
N -0.17 0.97 1.01
C 1.84 0.03 -0.81
H -3.52 0.83 1.45
H 2.05 0.66 -1.68
N 0.71 -0.83 -0.85
C -1.25 1.32 1.72

The LUMO energy (spin up / spin down) is -7.81 / -6.78 eV. For the HOMO energy (spin up / spin down), the calculation gives -14.29 / -14.73 eV. Its total charge is +1. Its HOMO-LUMO gap (spin up / spin down) is 6.48 / 7.95 eV.


Run x
# C5H7N2

The ion C5H7N2 with charge +1 (ωB97M-V with the def2-TZVPD basis set, OMol25).

CARTESIAN COORDINATES (ANGSTROEM)
H -0.72 1.27 1.47
C 0.78 0.60 0.07
N 0.73 -0.25 -0.95
C -0.15 -1.27 -0.78
H 3.57 3.06 0.57
H -2.13 -0.72 0.07
C 1.94 1.49 0.34
H 0.43 -2.14 -0.47
H -1.24 -1.47 1.07
C -1.05 -0.72 0.27
H -0.74 -1.55 -1.74
H 1.21 -0.63 -1.85
C 2.81 2.25 0.64
N -0.53 0.58 0.73

The LUMO energy is -5.01 eV. For the HOMO energy, the calculation gives -14.11 eV. Its total charge is +1. Its HOMO-LUMO gap is 9.11 eV.


Need the numbers? Relative energies in eV: run w 2.223; run x 0.000.


Run w
# C23H34N4O

The molecule C23H34N4O (ωB97M-V with the def2-TZVPD basis set, OMol25).

CARTESIAN COORDINATES (ANGSTROEM)
H -2.76 0.61 2.01
H -6.68 2.91 1.11
C 6.52 -0.82 0.79
H -1.45 -2.54 -2.80
C -1.65 -2.34 -1.74
C -5.42 2.06 -0.43
H -1.03 -2.51 0.77
C -4.10 1.29 -0.57
C -1.80 -0.51 0.43
H 7.98 3.39 -0.93
H 6.35 -1.85 1.05
H 1.48 -0.10 -1.74
H -1.99 -3.28 -1.27
H 0.59 -3.66 -0.74
H -3.47 -2.16 1.39
H -2.64 -1.01 3.80
H 0.75 -2.97 -2.37
N -0.44 -1.83 -1.13
C 7.89 1.15 0.76
H -4.96 2.90 1.51
H 8.81 1.65 1.02
N 3.34 -0.09 -0.89
C 0.70 -2.71 -1.30
C 7.11 3.30 -0.28
C -5.34 3.38 -1.19
H -5.01 -0.66 -0.61
H 6.24 3.70 -0.79
C -2.01 -0.17 1.92
H -1.57 -2.07 2.87
H -1.43 0.40 -0.07
C 1.97 -2.03 -0.91
H -4.54 4.00 -0.79
C 5.71 1.21 -0.23
C -4.21 -0.16 -0.07
C 2.99 -2.67 -0.22
H 2.91 -3.71 0.09
H -1.07 0.22 2.30
H -5.90 1.41 1.59
H 7.31 3.89 0.61
C 7.70 -0.17 1.11
N 4.12 -2.07 0.11
C -5.76 2.33 1.04
H -3.82 1.28 -1.62
H 0.20 -1.23 0.76
H -6.27 3.93 -1.11
C -2.41 -1.37 2.79
H 4.92 1.73 -0.76
C -0.71 -1.58 0.28
C 2.22 -0.70 -1.22
H -6.22 1.45 -0.86
H -2.39 -0.38 -2.16
H -3.32 1.82 -0.02
H -4.48 -0.17 0.99
O -3.56 -2.04 2.35
C 5.52 -0.12 0.11
H 8.48 -0.71 1.63
C -2.73 -1.28 -1.62
N -3.02 -0.99 -0.23
H -5.14 3.20 -2.25
H -3.65 -1.64 -2.09
C 4.26 -0.79 -0.24
C 6.89 1.86 0.09

The LUMO energy is 0.41 eV. For the HOMO energy, the calculation gives -8.60 eV. Its HOMO-LUMO gap is 9.02 eV.


Run x
# C23H34N4O

The molecule C23H34N4O (ωB97M-V with the def2-TZVPD basis set, OMol25).

CARTESIAN COORDINATES (ANGSTROEM)
N 2.39 -0.47 -0.83
C -3.75 1.13 -0.36
H -5.98 -0.69 -1.70
H -0.36 -0.53 -0.98
H -6.20 -0.64 1.12
H -2.97 -3.06 -0.88
H -1.18 -4.67 -0.28
C -0.86 -2.61 -0.85
C -4.39 -0.03 2.07
C -2.32 -2.23 -0.63
H -2.49 0.72 2.75
C 1.50 -1.63 -0.95
H 4.31 -1.79 0.01
N 3.22 2.29 -0.45
H -3.48 1.59 -1.30
H -2.49 -1.97 0.42
C -0.08 2.91 -0.84
H 4.06 1.30 -2.03
C 0.43 2.51 1.41
H 0.12 3.30 -1.83
C 0.05 -1.43 -0.50
C -5.91 0.34 -1.38
H 3.14 -0.50 2.49
H 0.51 -4.19 -0.24
N -1.28 2.39 -0.67
H 4.34 -2.67 1.55
H 1.52 0.43 0.88
H 1.95 -2.45 -0.39
C 2.06 0.55 -1.81
C 2.50 0.07 0.52
C 4.29 -1.68 1.09
H -0.72 -2.85 -1.92
H 2.10 0.09 -2.80
C -1.58 1.90 0.54
N -0.77 1.99 1.60
H 2.71 3.81 0.83
H 3.51 1.70 1.52
C 2.99 -0.99 1.52
H -6.90 0.67 -1.08
H 2.80 2.47 -2.48
C -3.19 0.64 1.93
H -5.57 0.94 -2.22
C -0.51 -3.85 -0.03
H 1.05 0.96 -1.66
C 0.88 2.95 0.17
H 1.51 -1.91 -2.01
H 2.22 -1.74 1.66
O 5.46 -0.95 1.41
C 2.31 3.35 -0.08
H 4.48 0.86 0.29
C 3.49 1.26 0.52
H 1.06 2.57 2.29
C 3.08 1.70 -1.76
H -4.65 -0.48 3.02
C -2.86 1.22 0.71
H -2.60 -1.38 -1.24
H 5.48 -0.80 2.37
H 0.01 -1.26 0.58
C -5.26 -0.12 1.00
H 2.34 4.10 -0.88
H -0.60 -3.64 1.03
C -4.95 0.46 -0.23

The LUMO energy is 0.27 eV. For the HOMO energy, the calculation gives -7.95 eV. Its HOMO-LUMO gap is 8.22 eV.


Need the numbers? Relative energies in eV: run w 0.000; run x 0.294.


Run w
# C3H3IN2O

A cluster of 2 separate species, C3H3IN2O in total (ωB97M-V with the def2-TZVPD basis set, OMol25).

CARTESIAN COORDINATES (ANGSTROEM)
N 2.80 -1.60 0.13
N -0.73 -1.09 -0.04
C -0.65 0.25 -0.53
I -1.05 -2.54 -1.28
C -0.46 1.23 0.57
H 0.50 1.57 0.59
H -0.64 0.93 1.67
O -0.58 0.39 -1.72
C 1.79 -1.17 0.39
H -1.00 2.04 0.22

The LUMO energy (spin up / spin down) is -4.09 / -4.10 eV. For the HOMO energy (spin up / spin down), the calculation gives -10.24 / -10.17 eV. Its HOMO-LUMO gap (spin up / spin down) is 6.15 / 6.06 eV.


Run x
# C3H3IN2O

The molecule C3H3IN2O (ωB97M-V with the def2-TZVPD basis set, OMol25).

CARTESIAN COORDINATES (ANGSTROEM)
C -0.13 -0.24 0.07
N 0.55 -2.27 -0.03
C 1.30 -0.24 0.13
H -1.69 0.91 -0.90
H -1.95 0.83 0.64
N -0.46 -1.54 -0.01
I 2.53 1.42 0.01
H -0.70 1.77 0.02
C -1.13 0.83 0.02
O 1.66 -1.47 0.04

The LUMO energy is -0.01 eV. For the HOMO energy, the calculation gives -9.39 eV. Its HOMO-LUMO gap is 9.38 eV.


Need the numbers? Relative energies in eV: run w 4.099; run x 0.000.


Run w
# C3H6P2

A structure of composition C3H6P2 (ωB97M-V with the def2-TZVPD basis set, OMol25).

CARTESIAN COORDINATES (ANGSTROEM)
H 2.31 -1.05 0.56
C 0.28 -0.25 -0.04
P -1.07 -1.20 0.21
H 2.54 -0.13 -0.90
H -2.49 0.47 -0.75
H -2.47 1.03 0.97
C -1.98 0.45 0.14
H 1.58 -1.61 -0.92
P -0.41 1.41 -0.19
C 1.85 -0.80 -0.35
H -0.15 1.67 1.29

The LUMO energy is 0.31 eV. For the HOMO energy, the calculation gives -8.57 eV. Its HOMO-LUMO gap is 8.88 eV.


Run x
# C3H6P2

The molecule C3H6P2 (ωB97M-V with the def2-TZVPD basis set, OMol25).

CARTESIAN COORDINATES (ANGSTROEM)
H 1.18 -1.19 -1.09
H -0.62 1.63 -1.40
H 0.89 0.90 1.59
P -2.03 0.38 0.11
P 1.07 0.81 0.23
C -0.58 1.50 -0.31
C -1.35 -1.11 0.24
H -0.64 2.39 0.30
H 1.48 -1.53 0.50
C 0.87 -0.86 -0.17
H -1.47 -2.18 0.45

The LUMO energy is 0.49 eV. For the HOMO energy, the calculation gives -8.31 eV. Its HOMO-LUMO gap is 8.79 eV.


Need the numbers? Relative energies in eV: run w 0.000; run x 1.404.


Run w
# C33H55BrCl2IN3O4SSbSi3Ti

A structure of composition C33H55BrCl2IN3O4SSbSi3Ti (ωB97M-V with the def2-TZVPD basis set, OMol25).

CARTESIAN COORDINATES (ANGSTROEM)
N -4.28 -3.53 -1.41
H -1.60 2.66 1.26
C 0.03 0.70 5.18
H 2.97 0.17 -3.42
C 3.19 1.84 -4.80
C 2.24 -3.42 -4.52
Ti -0.17 -0.41 -1.07
H -2.76 -3.00 -4.03
H -7.09 -1.71 0.97
H 3.17 2.93 -4.80
H 2.39 -0.49 4.90
O -1.40 -1.48 -1.75
H -3.35 0.48 2.96
H -1.96 5.07 0.78
O 2.89 -4.32 -5.22
C 1.49 3.48 1.10
H 4.26 0.46 1.19
H 2.89 -4.12 2.84
O 0.95 1.01 -1.57
H -1.52 -3.79 -3.05
H 3.63 1.19 -0.27
Si 1.62 -2.05 3.08
H 3.56 -2.91 1.76
C 2.92 1.26 -3.41
H 0.49 3.66 -2.00
H 3.61 -0.66 3.62
H 3.24 1.41 4.07
H -3.60 0.79 0.37
H -1.45 -4.60 -0.86
Cl -0.21 -2.91 0.26
C 2.63 -3.33 2.13
H -0.64 3.51 3.30
H -2.57 4.13 -3.36
N -1.75 0.65 -0.50
H 0.11 -5.21 -0.21
I -2.20 1.08 -3.66
S 1.21 1.67 -2.97
H -1.65 3.13 4.69
C -2.29 4.75 -1.32
H 2.45 1.49 -5.52
Si -1.02 1.03 3.66
H -2.35 3.10 3.08
C -5.24 -1.15 1.34
H 3.47 3.93 -2.73
C -1.79 3.00 0.25
H -3.01 -0.13 4.57
C 2.85 -1.19 4.20
H 0.11 -0.36 5.43
C -2.59 -0.01 3.57
C 0.45 -1.87 -4.09
H 2.93 3.33 -1.15
C 1.35 3.45 -2.63
H 3.71 3.00 3.49
Sb 0.49 0.02 1.60
H 0.83 3.26 0.27
Cl -1.62 -5.20 1.40
C -3.26 -1.23 -0.29
Br 2.72 -1.53 -0.86
C 2.65 3.93 -2.01
H -2.40 -1.01 3.16
C 2.08 -2.14 -2.53
C -2.01 4.34 -0.03
H 2.51 -4.50 -6.09
C -4.46 -1.79 0.21
C -2.10 2.49 -2.08
H 1.17 3.90 -3.60
C 0.10 -2.79 3.90
H 2.11 -3.81 1.30
H -5.41 -0.08 1.11
C 1.06 -2.77 -4.93
C -1.45 2.87 3.65
H -2.50 5.80 -1.53
H 0.30 -3.82 4.19
H 3.60 1.64 -2.65
O -6.42 -1.81 1.66
H 2.51 4.96 -1.68
C -0.77 -4.61 -0.02
H -0.47 -1.39 -4.37
H 4.64 2.14 0.84
C -2.60 -3.65 -3.16
H 3.36 -1.95 4.79
H -5.74 -3.49 0.03
H 3.68 -3.54 -2.91
H 2.09 2.76 4.12
Si 2.35 1.93 1.77
C -2.34 3.82 -2.35
H -4.63 -1.18 2.24
C -2.86 0.12 -0.06
H 0.89 3.94 1.89
C -1.84 2.06 -0.77
N 0.95 -1.54 -2.89
C 2.88 2.29 3.53
H 2.22 4.23 0.79
C -2.58 -1.90 -1.34
H 1.04 1.11 5.08
H -0.17 -2.25 4.81
H 4.17 1.52 -5.14
C 3.85 1.38 0.78
C -4.88 -2.97 -0.36
H -0.76 -2.80 3.23
C -3.20 -3.02 -1.94
C 2.76 -3.08 -3.26
H -3.09 -4.60 -3.35
H 0.63 -2.98 -5.90
H -0.44 1.20 6.03

The LUMO energy is -9.14 eV. For the HOMO energy, the calculation gives -15.97 eV. Its total charge is +3. Its HOMO-LUMO gap is 6.82 eV.


Run x
# C33H55BrCl2IN3O4SSbSi3Ti

A structure of composition C33H55BrCl2IN3O4SSbSi3Ti (ωB97M-V with the def2-TZVPD basis set, OMol25).

CARTESIAN COORDINATES (ANGSTROEM)
H 5.88 0.32 -2.14
H -4.76 -1.41 -2.01
O -5.00 -0.18 -4.23
I -1.62 1.24 1.63
H 4.78 -0.24 0.65
C -2.23 3.42 -1.59
C 3.30 -1.05 -5.80
C 1.73 0.40 5.00
H 0.13 -0.24 -5.57
C 1.50 -4.49 1.14
H -2.39 4.00 0.51
O -0.05 1.89 -1.10
C 2.17 -3.58 -4.53
C 5.82 -0.76 -2.25
S -0.43 3.22 -1.81
H -2.48 5.36 -0.63
H 4.31 3.00 -1.84
H -2.57 2.39 -1.49
H 5.17 2.69 -4.55
N 0.39 -5.30 -0.84
H 3.17 -3.86 -4.87
H -1.02 2.28 4.45
H 2.55 -5.85 2.42
C 3.62 2.46 1.53
H 3.13 -4.20 2.50
C 4.34 -1.21 0.40
H -0.99 -4.73 -2.93
H 3.36 -1.27 0.88
C 0.00 -4.07 -1.16
O 0.19 -1.72 -0.72
H -2.64 1.03 -4.84
H 1.46 -4.10 -5.17
C -1.04 -3.90 -2.23
C 1.10 -3.19 0.81
C -1.63 0.45 -3.06
C -3.88 -0.87 -2.32
H 4.24 -3.50 -2.89
C 1.16 -5.49 0.24
Si 4.31 -1.49 -1.44
H 3.10 3.32 1.94
H 0.90 5.71 -2.49
N 0.78 -0.88 1.62
H 1.31 -2.46 2.81
C 2.23 -4.81 2.43
H 2.06 -3.95 -3.52
H 0.20 -1.74 -6.49
H 2.59 -0.99 3.63
H -0.69 6.16 -1.86
H 2.50 0.23 5.75
Br -2.78 -1.94 0.00
H -0.71 0.94 -3.34
Cl 4.39 1.55 2.79
H 4.95 -3.83 -1.31
H -0.33 4.60 0.13
C 4.62 1.74 -4.63
H -2.57 3.78 -2.56
H 3.30 4.19 -2.66
Cl 2.33 1.51 0.64
H 4.34 2.73 0.76
H 3.51 -1.77 -6.61
C -2.71 0.50 -3.90
H 1.46 -6.52 0.42
H 5.88 -1.02 -3.30
H 2.59 3.07 -1.48
C -0.18 0.85 3.09
H 4.99 -1.97 0.84
H 0.89 -5.24 3.81
H 3.03 -0.10 -6.27
C 1.11 -2.11 1.80
C 1.77 -0.30 3.81
C -3.88 -0.17 -3.52
C 0.73 1.32 5.24
H -4.94 0.30 -5.06
C 0.31 5.82 -1.58
C -0.24 1.56 4.27
Si 1.93 -1.75 -4.76
H 1.26 4.16 -0.53
H -0.57 -1.73 -4.91
H 4.23 -0.91 -5.25
H 1.86 3.44 -5.22
C 0.26 -1.32 -5.48
O 1.44 -4.49 3.56
H -2.03 -3.93 -1.76
H 4.43 1.56 -5.68
H 1.62 1.76 -5.67
H 0.75 6.60 -0.97
H 3.20 -3.73 -1.48
C 0.79 -0.11 2.84
H 6.70 -1.19 -1.76
C -2.74 4.31 -0.47
Si 3.04 1.95 -3.66
H 5.28 0.96 -4.26
C -2.74 -0.88 -1.55
C 0.46 -3.00 -0.40
C 0.26 4.52 -0.78
H 0.69 1.87 6.18
Ti 0.20 -0.01 -0.63
H 0.67 2.47 -4.35
H -3.83 4.25 -0.47
C 3.32 3.16 -2.27
Sb 2.21 -0.29 -2.55
C 1.66 2.44 -4.82
N -1.61 -0.22 -1.89
H -0.94 -2.95 -2.75
C 4.14 -3.30 -1.82

The LUMO energy is -9.14 eV. For the HOMO energy, the calculation gives -15.97 eV. Its total charge is +3. Its HOMO-LUMO gap is 6.83 eV.


Need the numbers? Relative energies in eV: run w 0.259; run x 0.000.


Run w
# C9H9N3O2

A structure of composition C9H9N3O2 (ωB97M-V with the def2-TZVPD basis set, OMol25).

CARTESIAN COORDINATES (ANGSTROEM)
H -0.28 -1.39 -0.12
H 3.97 -0.69 -0.06
C 0.61 -0.89 0.32
O -1.36 1.06 -2.94
H -2.01 -2.41 -0.42
O -0.43 1.33 1.50
C 2.99 -0.50 0.28
C -0.90 0.63 0.61
H 1.88 -1.74 -1.12
N -1.75 -0.78 -1.63
H 1.31 0.96 2.86
H 3.70 0.70 1.87
N -0.99 1.16 -0.70
N 0.39 -0.08 1.35
H -0.82 2.13 -0.71
H -1.28 -1.32 1.64
C -1.71 -1.36 -0.38
C 1.87 -1.11 -0.27
C 2.77 0.29 1.43
H -1.98 -1.39 -2.44
C -1.36 0.54 -1.85
C -1.36 -0.73 0.75
C 1.46 0.46 1.92

The LUMO energy is 0.28 eV. For the HOMO energy, the calculation gives -6.85 eV. Its HOMO-LUMO gap is 7.12 eV.


Run x
# C9H9N3O2

A cluster of 2 separate species, C9H9N3O2 in total (ωB97M-V with the def2-TZVPD basis set, OMol25).

CARTESIAN COORDINATES (ANGSTROEM)
H 1.20 1.99 -1.11
C -1.37 -0.08 -0.95
H -3.35 0.43 -1.68
O 0.51 -2.80 -0.50
H -2.58 2.62 -2.62
H 1.33 1.29 2.12
C -2.28 0.73 -1.57
O -0.74 -0.16 2.97
C -1.86 1.97 -2.10
H 0.73 -0.21 -0.36
H -1.14 -1.76 0.93
N 1.10 0.47 1.65
N -0.63 2.49 -1.90
C 0.05 -0.31 2.03
H 2.74 -1.43 -0.63
C 2.24 0.22 0.75
C 0.85 -1.86 0.25
C 2.07 -1.03 0.14
H -1.70 -1.05 -0.62
C -0.07 0.34 -0.89
N -0.10 -1.39 1.05
H 2.94 1.05 0.59
C 0.22 1.64 -1.31

The LUMO energy is -0.40 eV. For the HOMO energy, the calculation gives -9.44 eV. Its HOMO-LUMO gap is 9.05 eV.


Need the numbers? Relative energies in eV: run w 7.842; run x 0.000.


Run w
# C3H9N3S2

The molecule C3H9N3S2 (ωB97M-V with the def2-TZVPD basis set, OMol25).

CARTESIAN COORDINATES (ANGSTROEM)
N 0.45 1.48 -0.54
H 1.74 2.84 0.39
N 0.15 -0.43 1.19
S -0.53 0.54 0.15
H 0.60 -2.88 -0.10
N -0.97 0.08 -2.17
C -1.55 -0.28 -1.08
H 1.77 1.00 0.86
H -0.16 0.58 -1.89
H 0.13 -2.03 2.24
C 1.68 1.80 0.17
H -1.55 -1.18 1.90
C -0.54 -1.58 1.62
H 2.56 1.68 -0.67
H -1.63 1.25 0.79
S -0.79 -2.80 0.24
H -1.35 -0.07 -3.09

The LUMO energy is 0.32 eV. For the HOMO energy, the calculation gives -8.32 eV. Its HOMO-LUMO gap is 8.64 eV.


Run x
# C3H9N3S2

A cluster of 2 separate species, C3H9N3S2 in total (ωB97M-V with the def2-TZVPD basis set, OMol25).

CARTESIAN COORDINATES (ANGSTROEM)
C 2.31 -1.85 -0.16
S 1.19 0.56 -0.65
N -1.62 0.39 1.71
H 2.08 -2.91 -0.04
C -1.09 1.34 -1.60
H 2.85 -1.71 -1.09
H -1.69 0.45 -1.80
N -0.24 1.16 -0.45
H 2.96 -1.53 0.67
H 1.71 1.02 0.56
H -1.78 2.16 -1.37
N 1.08 -1.11 -0.23
H -1.12 0.77 0.88
H -0.53 1.60 -2.50
C -2.65 0.48 2.30
H 0.46 -1.25 0.56
S -3.91 0.43 3.21

The LUMO energy is 0.41 eV. For the HOMO energy, the calculation gives -8.79 eV. Its HOMO-LUMO gap is 9.20 eV.


Need the numbers? Relative energies in eV: run w 4.630; run x 0.000.